Arrangement i

Formula: C7H11N
Source: OMol25
Level of theory: ωB97M-V/def2-TZVPD

Geometry as ORCA input:
```
! RIJCOSX wB97M-V def2-TZVPD def2/J DEFGRID3
* xyz 0 1
H -2.32224 2.41884 0.20219
N -1.62878 1.88361 0.70134
C -1.51051 0.73509 0.19457
C -0.42122 -0.23813 0.70359
C 0.35271 0.14975 1.95141
C -1.08416 -1.67872 0.75325
C 0.50638 -0.04504 -0.42505
C 1.28012 0.14503 -1.33031
C 2.04338 0.42949 -2.54409
H -2.08841 0.13391 -0.57208
H -0.33170 -0.28600 2.76939
H 0.55525 1.16522 2.26595
H 1.27706 -0.40169 1.88984
H -2.25989 -1.66874 1.07071
H -0.53607 -2.34879 1.38272
H -1.05981 -2.04637 -0.32064
H 1.93573 1.41791 -2.86717
H 3.21525 0.49558 -2.36277
H 2.07690 -0.26094 -3.46284
*
```

- Orbital gap: 10.2 eV
- SMILES: [H]/N=C/C(C)(C)C#CC
- Molar mass: 109.2 g mol⁻¹
- E_HOMO: -9.30 eV

Results of the natural (NBO) charge analysis, in e, for atoms 1 through 2: 0.340, -0.621

Arrangement ii

Formula: C7H11N
Source: OMol25
Level of theory: ωB97M-V/def2-TZVPD

Geometry as ORCA input:
```
! RIJCOSX wB97M-V def2-TZVPD def2/J DEFGRID3
* xyz 0 1
C -0.00403 -1.90699 1.48028
C -0.07632 -0.73103 0.69627
C -0.70401 0.26136 1.19480
C -0.84741 1.63302 0.42237
C 0.80680 0.56799 -0.91444
C 0.81554 -0.49803 -1.98850
C -0.04996 -0.48484 -0.75585
H -0.04684 -2.94080 0.63122
H -0.64034 -1.80723 2.34098
H 1.34307 -2.01710 1.74481
H -0.93075 -0.10777 2.20482
H -0.42741 2.25803 1.11431
H -1.89042 1.89403 -0.00535
H 0.50330 2.38950 -1.08689
H 1.65013 0.91448 -0.31255
H 1.82977 -0.98745 -2.13641
H 0.07174 -0.20001 -2.98054
H -1.22269 0.12628 -0.74571
N -0.18017 1.63655 -0.90362
*
```

- Orbital gap: 9.0 eV
- Molar mass: 109.2 g mol⁻¹
- E_HOMO: -7.97 eV

Results of the natural (NBO) charge analysis, in e, for atoms 1 through 2: -0.572, -0.034

Result of the stability comparison: arrangement ii is the least stable of them.

Arrangement i

Formula: C2H5NSi
Source: OMol25
Level of theory: ωB97M-V/def2-TZVPD

Geometry as ORCA input:
```
! RIJCOSX wB97M-V def2-TZVPD def2/J DEFGRID3
* xyz 0 1
C -2.28365 -1.11232 -0.04287
C -1.13939 -0.76058 -0.10958
N 0.04425 -0.33352 -0.53622
Si 1.57372 -0.46417 0.03644
H -3.20611 -1.70752 -0.21639
H 0.34069 2.43307 0.32579
H -0.15265 3.11085 0.12492
H 2.62453 -0.38441 -0.92107
H 2.19860 -0.78141 1.33897
*
```

- Orbital gap: 7.7 eV
- Molar mass: 71.2 g mol⁻¹
- E_HOMO: -8.57 eV

Results of the natural (NBO) charge analysis, in e, for atoms 1 through 2: -0.339, 0.141

Arrangement ii

Formula: C2H5NSi
Source: OMol25
Level of theory: ωB97M-V/def2-TZVPD

Geometry as ORCA input:
```
! RIJCOSX wB97M-V def2-TZVPD def2/J DEFGRID3
* xyz 0 1
C -2.33812 0.43415 -0.05907
C -1.35083 -0.17734 0.23569
N 0.03048 -0.73103 0.25484
Si 1.47990 0.22479 0.00142
H -3.35338 0.54233 -0.31038
H 0.12736 -1.69790 -0.01693
H 1.18238 1.34673 0.79086
H 1.72158 0.67800 -1.29416
H 2.50063 -0.61972 0.39774
*
```

- Orbital gap: 10.0 eV
- SMILES: C#CN[SiH3]
- Molar mass: 71.2 g mol⁻¹
- E_HOMO: -9.12 eV

Results of the natural (NBO) charge analysis, in e, for atoms 1 through 2: -0.316, 0.177

Result of the stability comparison: arrangement i is the least stable of them.

Arrangement i

Formula: CH5NO2Si
Source: OMol25
Level of theory: ωB97M-V/def2-TZVPD

Geometry as ORCA input:
```
! RIJCOSX wB97M-V def2-TZVPD def2/J DEFGRID3
* xyz 0 1
C 1.01937 0.45632 0.99882
Si 0.19123 0.14329 -0.77452
N -1.40142 -0.61048 -0.51093
O -1.55411 -1.40437 0.38766
O -2.40056 -0.30997 -1.20543
H 0.35327 0.02426 1.76218
H 1.86748 -0.24036 1.05974
H 1.30911 1.47548 1.28359
H 0.71622 -0.95566 -1.58288
H -0.10059 1.42149 -1.41823
*
```

- Orbital gap: 10.7 eV
- SMILES: C[SiH2][N+](=O)[O-]
- Molar mass: 91.1 g mol⁻¹
- E_HOMO: -10.79 eV

Results of the natural (NBO) charge analysis, in e, for atoms 1 through 2: -1.067, 1.174

Arrangement ii

Formula: CH5NO2Si
Source: OMol25
Level of theory: ωB97M-V/def2-TZVPD

Geometry as ORCA input:
```
! RIJCOSX wB97M-V def2-TZVPD def2/J DEFGRID3
* xyz 0 1
C 0.02362 1.14448 -0.42836
N -0.54631 -1.54336 -1.03172
O 0.15501 -2.40069 -0.56294
O -1.53130 -1.59605 -1.72668
Si 0.50337 0.35853 1.12054
H 0.48599 1.11504 -1.48478
H -0.85778 1.75333 -0.39716
H -0.80584 0.25760 1.62362
H 1.48669 -0.58955 1.13888
H 1.08656 1.50068 1.74861
*
```

- Orbital gap (alpha / beta): 10.2 / 6.9 eV
- Molar mass: 91.1 g mol⁻¹
- E_HOMO (alpha / beta): -10.57 / -8.82 eV

Results of the natural (NBO) charge analysis, in e, for atoms 1 through 2: -0.717, 0.509

Result of the stability comparison: arrangement ii is the least stable of them.